{
  "formula": "C40H80O24",
  "method": "ωB97M-V with the def2-TZVPD basis set",
  "e_tot_ha": -3377.36740,
  "max_force_ev_per_a": 4.35,
  "spin_multiplicity": 2,
  "homo_ev": [-11.25, -11.25],
  "charge": 1,
  "species": ["C", "C", "O", "C", "O", "O", "C", "H", "H", "H", "H", "H", "H", "H", "H", "C", "C", "O", "C", "O", "O", "C", "H", "H", "H", "H", "H", "H", "H", "H", "C", "C", "O", "C", "O", "O", "C", "H", "H", "H", "H", "H", "H", "H", "H", "C", "C", "O", "C", "O", "O", "C", "H", "H", "H", "H", "H", "H", "H", "H", "C", "C", "O", "C", "O", "O", "C", "H", "H", "H", "H", "H", "H", "H", "H", "C", "C", "O", "C", "O", "O", "C", "H", "H", "H", "H", "H", "H", "H", "H", "C", "C", "O", "C", "O", "O", "C", "H", "H", "H", "H", "H", "H", "H", "H", "C", "C", "C", "O", "C", "H", "H", "H", "H", "H", "H", "H", "H", "C", "C", "C", "O", "C", "H", "H", "H", "H", "H", "H", "H", "H", "C", "C", "C", "O", "C", "H", "H", "H", "H", "H", "H", "H", "H"],
  "positions_angstrom": [[-6.0385, -0.3802, 2.6215], [-6.8540, 0.5083, 3.5331], [-7.3048, 1.7045, 2.9785], [-6.5739, 2.8902, 2.9649], [-5.3554, 2.9499, 3.1802], [-7.4506, 3.8091, 2.4412], [-6.8444, 4.9797, 1.8661], [-6.6227, -0.4333, 1.7028], [-5.6642, -1.3477, 2.9562], [-5.1462, 0.2049, 2.3988], [-6.2743, 0.6645, 4.4428], [-7.7580, -0.0734, 3.7132], [-7.7128, 5.5430, 1.5245], [-6.3064, 4.7272, 0.9524], [-6.2283, 5.5901, 2.5264], [2.5807, -0.7662, -2.5020], [2.1758, -0.6297, -1.0167], [0.8023, -0.1579, -0.9903], [0.1481, -0.0144, 0.0908], [0.5497, -0.3796, 1.1811], [-1.0294, 0.5804, -0.1050], [-1.9808, 0.9244, 1.0136], [3.6269, -1.0660, -2.4414], [2.4131, 0.1741, -3.0273], [2.0743, -1.5077, -3.1198], [2.8000, 0.0858, -0.4814], [2.2144, -1.6299, -0.5851], [-3.0126, 1.0752, 0.6963], [-1.6704, 1.7250, 1.6851], [-2.0044, 0.0203, 1.6220], [-1.8454, 2.5338, 4.2445], [-1.2913, 2.7868, 5.6725], [-0.9677, 4.0377, 6.1622], [-0.6224, 4.1566, 7.4163], [-0.2973, 3.2333, 8.1911], [-0.5413, 5.4495, 7.5589], [-0.0478, 6.0001, 8.7921], [-1.9533, 1.4607, 4.0871], [-1.0423, 2.9161, 3.6144], [-2.8050, 3.0356, 4.1200], [-0.5055, 2.0407, 5.7905], [-2.0957, 2.5157, 6.3563], [-0.8749, 5.8096, 9.4760], [0.2230, 7.0538, 8.7255], [0.9181, 5.5400, 9.0005], [0.8501, 7.7756, 5.6793], [0.5079, 8.0209, 4.1857], [0.2439, 6.7779, 3.5590], [-0.2883, 6.7261, 2.3250], [-0.6382, 7.7216, 1.7259], [-0.2548, 5.4021, 1.9593], [-0.5814, 4.9950, 0.7024], [0.9870, 8.6638, 6.2962], [1.8202, 7.3213, 5.8809], [0.0454, 7.1644, 6.0879], [1.2267, 8.6586, 3.6711], [-0.4120, 8.6008, 4.2600], [0.0117, 5.5314, -0.0383], [-1.6254, 5.2766, 0.5654], [-0.4686, 3.9110, 0.6882], [0.4284, -1.9318, 4.5399], [0.3913, -3.1835, 5.4770], [-0.0999, -4.2849, 4.7665], [-1.3656, -4.6499, 4.7737], [-2.3503, -4.0633, 5.1704], [-1.3960, -5.7886, 4.1641], [-2.5962, -6.5957, 4.1549], [0.7072, -1.0060, 5.0431], [-0.5318, -1.5660, 4.1761], [0.9714, -2.0587, 3.6033], [-0.1144, -3.0412, 6.4321], [1.3635, -3.4842, 5.8676], [-2.2475, -7.5501, 4.5494], [-2.9450, -6.7472, 3.1334], [-3.4421, -6.2275, 4.7354], [4.2220, -0.2189, -5.5676], [5.4053, -0.4345, -6.5465], [4.8380, -0.6680, -7.8180], [5.5815, -1.2572, -8.7517], [6.8174, -1.5133, -8.7040], [4.7814, -1.5108, -9.8006], [5.3711, -2.0099, -10.9977], [4.4992, -0.2797, -4.5152], [3.3547, -0.8546, -5.7459], [3.8239, 0.7814, -5.7378], [6.1040, -1.1999, -6.2087], [6.0273, 0.4530, -6.6627], [5.9466, -2.9207, -10.8326], [6.0756, -1.3376, -11.4872], [4.6398, -2.2857, -11.7574], [-1.3405, -3.9005, 1.0175], [-2.3690, -2.8029, 1.2260], [-3.7221, -3.1283, 0.9214], [-4.3536, -2.4792, -0.0487], [-3.9232, -1.5624, -0.6710], [-5.5079, -3.1328, -0.3251], [-6.3670, -2.6560, -1.3216], [-1.3179, -4.0226, -0.0654], [-1.6091, -4.8075, 1.5591], [-0.4235, -3.4358, 1.3797], [-1.8968, -1.9348, 0.7661], [-2.2547, -2.6922, 2.3043], [-7.1322, -3.3608, -1.6470], [-5.7059, -2.4159, -2.1544], [-6.8719, -1.7600, -0.9605], [3.8405, -4.5572, -2.5229], [3.7103, -4.1708, -3.9587], [2.4196, -5.0281, -4.3598], [1.6002, -4.9119, -3.1399], [2.3683, -4.4902, -2.0183], [4.4880, -3.9193, -1.9213], [4.3044, -5.5401, -2.4401], [4.5584, -4.3891, -4.6077], [3.5269, -3.1135, -4.1503], [2.6667, -6.0745, -4.5393], [1.9688, -4.5589, -5.2342], [2.0739, -5.0229, -1.1141], [2.1660, -3.4458, -1.7805], [7.8004, -0.9460, -1.8628], [8.0681, -1.4775, -3.2416], [6.9909, -2.5403, -3.4126], [5.9053, -1.9024, -2.8525], [6.3370, -0.7875, -2.1209], [8.3072, 0.0023, -1.6837], [7.9167, -1.6317, -1.0234], [9.0819, -1.8523, -3.1009], [8.0596, -0.6953, -4.0007], [7.3259, -3.4448, -2.9048], [6.8767, -2.8328, -4.4564], [5.7985, -0.5664, -1.1993], [6.1581, 0.0474, -2.7984], [-3.3395, 1.1791, -3.2285], [-4.4054, 0.4236, -3.9696], [-3.7036, 0.3043, -5.3639], [-2.4251, -0.0097, -4.9724], [-2.0036, 0.7236, -3.8438], [-3.2366, 0.8389, -2.1981], [-3.5524, 2.2394, -3.0919], [-5.3895, 0.8916, -3.9936], [-4.4415, -0.5752, -3.5346], [-3.6526, 1.2361, -5.9271], [-4.2163, -0.3352, -6.0825], [-1.2751, 1.4768, -4.1439], [-1.3710, 0.0948, -3.2172]],
  "forces_ev_per_angstrom": [[0.7, 1.6, -1.3], [0.5, -1.9, 1.4], [0.2, 2.6, -0.5], [1.0, -2.0, -1.2], [-3.4, 0.6, -0.3], [2.1, -0.8, 1.2], [-0.7, 0.3, -0.6], [0.2, -0.5, -0.2], [-0.7, 0.1, 0.4], [0.3, -0.1, -0.4], [-0.3, 0.2, 0.2], [-0.2, 0.4, 0.6], [0.1, 0.2, 0.2], [0.3, -0.2, 0.2], [-0.1, -0.4, 0.2], [0.0, 0.5, 0.9], [-0.6, -0.8, -1.1], [0.5, 0.3, -3.2], [-0.5, -0.3, 4.3], [-0.3, 0.2, -0.2], [-1.7, 1.4, -0.6], [1.2, -1.9, 0.5], [0.1, 0.2, -0.5], [0.5, 0.2, 0.1], [-0.3, -0.3, 0.6], [0.0, -0.2, 0.0], [0.0, 0.3, 0.5], [0.5, 0.1, -0.9], [0.5, 0.2, -0.6], [0.0, 0.1, 0.2], [1.0, 1.8, 1.0], [-1.9, -3.4, 0.8], [-0.1, 0.9, -2.6], [2.0, -2.7, 1.6], [-1.2, 2.6, -1.6], [0.4, 2.2, 0.8], [0.1, -0.8, 0.0], [0.0, 0.1, 0.3], [-0.4, 0.1, -0.7], [0.2, 0.0, -0.4], [0.4, 0.4, 0.4], [-0.1, -0.9, 0.0], [0.7, 0.2, 0.7], [-0.8, 0.1, -0.6], [-0.4, -0.5, 0.6], [0.5, -0.4, -0.4], [-0.6, 1.2, 1.7], [0.2, -1.1, -0.3], [0.8, 0.8, 0.5], [0.0, -1.8, -0.3], [1.0, 1.8, 3.0], [-1.3, 0.5, -1.4], [-0.7, 0.6, -0.5], [-0.1, -0.7, -0.5], [0.2, 0.0, 0.1], [0.2, -0.5, -0.3], [-0.2, 0.0, -0.5], [0.1, -0.3, -0.3], [-0.2, -0.3, -0.6], [0.1, 0.2, -0.3], [-0.6, 0.2, 0.5], [0.2, 1.7, 0.1], [0.6, -0.5, -0.1], [-1.4, 1.4, 0.3], [0.8, 0.3, 0.4], [-0.6, -2.3, -1.1], [0.3, -0.4, 0.0], [0.9, -0.3, 0.3], [-0.7, -0.9, 0.2], [0.5, -0.2, 0.4], [-0.8, 0.3, -0.4], [0.4, 0.1, -0.8], [-0.3, 0.0, 0.0], [0.3, 0.2, -0.1], [0.5, 0.4, 0.2], [0.3, 0.7, -0.5], [0.0, 0.5, 1.1], [-0.2, -0.9, -0.8], [3.5, -0.8, -0.7], [-4.2, 0.9, 0.1], [0.0, 0.2, 0.1], [1.1, -0.8, -0.7], [0.2, -0.2, -0.2], [0.4, -0.5, -0.1], [0.1, 0.2, 0.1], [-0.3, -0.5, -0.3], [-0.1, 0.2, 0.4], [0.0, 0.0, 0.5], [-0.1, 0.5, 0.4], [-0.6, 0.4, 0.6], [-1.1, 0.2, -1.1], [1.8, 0.0, 1.7], [-0.3, -0.1, -0.1], [-0.5, -1.9, -0.3], [0.3, 1.7, -0.9], [0.5, -0.9, 1.8], [0.5, 1.3, -0.7], [0.6, -0.7, 0.0], [0.3, 0.0, -0.2], [0.2, -0.4, 0.0], [-1.1, 0.3, -0.4], [-1.0, 0.7, 0.2], [0.4, -0.4, 0.5], [-0.5, 0.3, -0.4], [0.0, 0.1, -0.2], [0.1, 0.1, 1.5], [-1.1, -1.0, -1.5], [1.4, 1.7, 1.7], [-0.4, -0.3, -1.2], [1.1, 0.2, -0.9], [-0.1, 0.3, -0.1], [-0.4, -0.3, 0.0], [0.1, -0.4, 0.2], [-0.3, 0.1, 0.4], [-0.1, 0.0, 0.0], [-0.6, -0.3, 0.2], [0.3, -0.6, -0.2], [-0.2, 0.3, -0.2], [-1.3, 1.0, -0.5], [2.8, -1.3, 0.4], [2.4, 0.2, -0.7], [-2.3, -0.9, 0.7], [-0.8, 2.0, 0.7], [-0.1, -0.1, 0.2], [0.5, -0.2, -0.3], [0.2, -0.5, -1.2], [-0.1, 0.0, 0.1], [-0.4, -0.2, 0.5], [-0.6, 0.3, -0.1], [-0.6, -0.6, 0.0], [0.1, 0.6, 0.2], [0.9, 0.5, 2.2], [0.5, 0.0, -0.8], [-2.5, 0.0, 0.9], [2.1, -0.6, -1.3], [-1.9, 0.4, 0.3], [-0.4, -0.1, 0.2], [0.4, 0.2, -0.7], [0.2, -0.1, -0.1], [-0.4, -0.1, -0.2], [0.2, 0.9, 0.2], [0.9, -0.8, 0.1], [0.1, 0.4, -0.6], [0.0, -0.6, 0.1]]
}